A | C3H7N5O | the ωB97M-V functional and the def2-TZVPD basis

Each line ends with the Löwdin charge.
CARTESIAN COORDINATES (ANGSTROEM)
C -2.7786 -0.5957 0.1656  -0.275
C 1.5722 1.7116 0.0529  -0.015
C 1.2568 0.3250 0.2845  -0.110
N -3.0159 0.6783 -0.2465  -0.041
N -1.5071 -0.7520 0.4304  -0.018
N -1.8787 1.2372 -0.3225  -0.090
N -0.9884 0.3998 0.0802  -0.163
N 1.4658 -2.0512 -0.2242  0.058
O 1.5865 -0.6662 -0.5566  -0.099
H -3.5767 -1.3049 0.3972  0.088
H 0.6653 2.2070 -0.4470  0.129
H 2.2701 1.7048 -0.7370  0.083
H 1.8340 2.1216 0.9632  0.074
H 0.7357 -0.0645 1.2079  0.141
H 1.8568 -2.6689 -1.0869  0.172
H 0.5023 -2.2818 0.0388  0.066

## Properties
charge	0
HOMO-LUMO gap	8.9	eV


B | C3H7N5O | the ωB97M-V functional and the def2-TZVPD basis

Each line ends with the Löwdin charge.
CARTESIAN COORDINATES (ANGSTROEM)
H 3.1308 -1.2981 -0.2030  0.045
N 2.9285 -0.3829 -0.6947  0.086
C 1.7192 0.0694 -0.2891  -0.482
C 1.0022 -0.7446 0.7289  0.007
O -0.3221 -0.7373 -0.0840  0.010
C -0.9009 0.3696 0.0289  -0.669
N -2.0878 0.4928 -0.1257  -0.017
N -2.9809 -0.5904 -0.6566  -0.032
N -0.1868 1.5441 0.2905  0.146
N 1.0078 1.1484 -0.4674  0.067
H 1.0726 -1.9103 0.6750  0.170
H 0.9169 -0.1004 1.6688  0.155
H -2.5202 -1.6252 -0.5232  0.104
H -3.7376 -0.2810 0.2410  0.157
H -0.7859 2.2110 -0.0150  0.091
H 1.7443 1.8351 -0.5743  0.162

## Properties
charge	0
SMILES	[H]/N=C1\CO/C(=N\N)NN1
HOMO-LUMO gap	9.2	eV


Tell me which of them is the least stable. Sure, it is B.


A | C3H7ClN3 | the ωB97M-V functional and the def2-TZVPD basis

Each line ends with the Löwdin charge.
CARTESIAN COORDINATES (ANGSTROEM)
C -0.3509 1.0907 0.2840  -0.041
C 1.5258 0.1401 -0.3836  -0.904
C -1.8695 -0.8779 0.4529  0.047
N 0.4894 -0.8316 -0.4081  0.077
N -0.6656 -0.1640 0.1164  -0.123
N 0.9143 1.3575 -0.0155  0.081
Cl 2.9633 -0.4488 0.1430  0.795
H -0.9776 1.7893 0.8059  0.175
H 1.9192 0.5142 -2.1368  0.160
H -2.0500 -1.6925 -0.3310  0.143
H -1.4563 -1.2968 1.3929  0.128
H -2.5309 -0.0391 0.4064  0.102
H 0.5730 -1.7986 -0.3462  0.130
H 1.5159 2.2576 0.0197  0.230

## Properties
charge	+1
HOMO-LUMO gap (spin up / spin down)	8.5 / 8.5	eV


B | C3H7ClN3 | the ωB97M-V functional and the def2-TZVPD basis

Each line ends with the Löwdin charge.
CARTESIAN COORDINATES (ANGSTROEM)
C -0.2818 1.1183 0.2656  0.016
C 1.4537 0.1099 -0.6213  -0.702
C -1.8180 -0.7900 0.5311  0.029
N 0.4065 -0.7862 -0.4238  0.049
N -0.6540 -0.1414 0.0747  -0.112
N 0.9744 1.3249 -0.1110  0.062
Cl 3.0797 -0.2398 0.1792  0.602
H -0.9124 1.8535 0.6759  0.164
H 1.7517 0.4927 -2.4319  0.215
H -2.5349 -1.3266 -0.2161  0.159
H -1.5123 -1.7177 0.9978  0.110
H -2.3104 -0.1495 1.1085  0.060
H 0.6389 -1.7402 -0.1306  0.180
H 1.7190 1.9921 0.1019  0.169

## Properties
charge	+1
HOMO-LUMO gap (spin up / spin down)	8.7 / 8.7	eV


Tell me which of them is the least stable. Sure, it is A.


A | H16O8Xe | the ωB97M-V functional and the def2-TZVPD basis

Each line ends with the Löwdin charge.
CARTESIAN COORDINATES (ANGSTROEM)
Xe -4.2037 -13.1123 8.0939  0.208
O -1.6342 -15.8724 9.4285  -0.070
H -2.3569 -16.3503 9.0216  0.026
H -1.2349 -15.3831 8.7092  -0.036
O -3.9255 -13.9344 12.6447  -0.056
H -4.8517 -13.9228 12.8862  0.029
H -3.9274 -13.9620 11.6879  0.007
O -0.9231 -14.4596 7.1411  -0.074
H -0.7082 -13.5299 7.2171  0.072
H -0.0758 -14.8947 7.0465  0.080
O -5.2574 -12.6826 4.0997  -0.039
H -4.5339 -12.0790 4.2688  0.073
H -5.4088 -12.6174 3.1568  0.078
O -7.4818 -12.0287 5.7825  -0.069
H -7.7529 -11.2914 5.2356  0.025
H -6.7429 -12.4164 5.3135  -0.029
O -6.3919 -16.4231 8.5501  -0.074
H -6.4862 -16.1409 7.6403  0.014
H -6.8393 -17.2685 8.5868  0.026
O -2.3721 -15.9755 5.3834  -0.049
H -1.9934 -15.3993 6.0472  -0.019
H -2.1725 -16.8597 5.6910  0.052
O -5.1203 -15.1694 5.2366  -0.106
H -5.0796 -14.2914 4.8575  -0.045
H -4.2333 -15.5151 5.1370  -0.022

## Properties
charge	0
HOMO-LUMO gap	10.2	eV


B | H16O8Xe | the ωB97M-V functional and the def2-TZVPD basis

Each line ends with the Löwdin charge.
CARTESIAN COORDINATES (ANGSTROEM)
Xe -1.1790 -0.1662 -0.1455  0.414
O -0.8044 -4.3544 -1.2949  -0.041
H -0.5946 -3.8992 -2.1103  0.042
H -1.6705 -4.0264 -1.0529  0.040
O 0.1186 2.4994 -2.3224  -0.068
H -0.0178 3.3688 -2.6988  0.054
H 0.1840 2.6534 -1.3799  -0.016
O 2.7093 -0.5719 -0.9318  -0.057
H 3.3343 -0.6216 -0.2086  0.042
H 2.7991 0.3207 -1.2656  0.038
O -1.4442 2.1579 2.5057  -0.084
H -1.0699 2.5145 3.3113  0.056
H -1.3195 1.2119 2.5814  -0.042
O 0.4067 3.1470 0.6709  -0.073
H -0.3041 2.8906 1.2585  -0.028
H 1.2051 2.9056 1.1404  0.042
O 1.4641 -3.0577 0.1303  -0.076
H 1.5780 -2.1083 0.1735  -0.033
H 0.7096 -3.1829 -0.4452  -0.030
O -0.8940 -0.4831 3.8014  -0.054
H -1.1989 -1.2861 3.3790  0.041
H -1.4815 -0.3667 4.5481  0.049
O -1.0177 0.1783 -3.5634  -0.109
H -0.5521 0.8655 -3.0867  -0.050
H -0.9605 -0.5893 -2.9944  -0.054

## Properties
charge	0
HOMO-LUMO gap	10.7	eV


Tell me which of them is the least stable. Sure, it is A.


A | C2H6NOS | the ωB97M-V functional and the def2-TZVPD basis

Each line ends with the Löwdin charge.
CARTESIAN COORDINATES (ANGSTROEM)
C -1.9101 -1.0754 -1.2158  -0.764
S -0.7530 -2.0557 -0.2378  0.056
H -2.6589 -0.7579 -0.5443  -0.047
H -2.3574 -1.5455 -2.0946  -0.018
H -1.6119 -0.2301 -1.8325  -0.016
C 2.0474 1.0283 1.3619  -0.457
N 1.0704 0.7825 0.5285  0.096
O 2.4223 2.2075 1.6683  -0.119
H 2.1508 0.1352 2.0485  0.135
H 0.8478 -0.1849 0.3301  -0.039
H 0.7526 1.6961 -0.0123  0.174

## Properties
charge	-1
HOMO-LUMO gap	6.7	eV


B | C2H6NOS | the ωB97M-V functional and the def2-TZVPD basis

Each line ends with the Löwdin charge.
CARTESIAN COORDINATES (ANGSTROEM)
C -0.6455 -0.4591 2.3012  -0.672
S -0.8693 0.9958 1.2189  0.177
H -1.3641 -0.4093 3.1089  -0.028
H 0.3827 -0.5671 2.6413  -0.014
H -0.9189 -1.3866 1.7791  -0.010
C 0.4892 0.5686 -2.4062  -0.485
N 0.6913 0.0712 -1.1912  0.047
O 1.2821 0.4730 -3.3503  -0.098
H -0.5147 0.9401 -2.6576  0.114
H 0.0178 0.3498 -0.3437  -0.110
H 1.4494 -0.5765 -1.1005  0.079

## Properties
charge	-1
HOMO-LUMO gap	7.3	eV


Tell me which of them is the least stable. Sure, it is A.


A | C20H35N5 | the ωB97M-V functional and the def2-TZVPD basis

Each line ends with the Löwdin charge.
CARTESIAN COORDINATES (ANGSTROEM)
C 3.3832 -4.1255 -4.4356  -0.111
C 4.1379 -4.1972 -3.1348  -0.249
C 3.2613 -5.0001 -2.1063  -0.197
C 2.0436 -4.3374 -1.6995  -0.233
N 1.0648 -3.8664 -1.3003  0.152
H 2.3905 -3.7395 -4.3498  0.061
H 3.3421 -5.1009 -4.8349  0.063
H 4.0013 -3.4689 -5.0528  0.082
H 4.4199 -3.2343 -2.6578  0.119
H 5.0984 -4.6693 -3.3168  0.102
H 3.8967 -5.1775 -1.1990  0.128
H 3.0788 -6.0364 -2.4116  0.119
C -1.2918 0.5585 -1.3576  -0.118
C -0.9609 0.2990 -2.7945  -0.269
C 0.1735 -0.6650 -2.9790  -0.200
C 1.5296 -0.0968 -2.6763  -0.209
N 2.5553 0.3069 -2.2510  0.120
H -1.9106 -0.2337 -0.9423  0.077
H -1.9485 1.4339 -1.2005  0.080
H -0.3738 0.6916 -0.7855  0.047
H -0.5213 1.2812 -3.0791  0.123
H -1.8039 0.0244 -3.3633  0.099
H 0.2410 -1.0899 -3.9987  0.121
H 0.0527 -1.4801 -2.2611  0.093
C 4.8437 2.7886 2.9421  -0.132
C 4.3198 3.8252 3.8300  -0.295
C 2.8695 3.7527 4.3142  -0.164
C 1.9769 3.7799 3.1700  -0.246
N 1.4335 3.9557 2.2145  0.179
H 4.3653 2.7929 1.9781  0.070
H 4.7794 1.7999 3.3579  0.074
H 5.8913 3.0331 2.6163  0.100
H 4.4626 4.7637 3.2974  0.113
H 5.0335 3.9158 4.6863  0.126
H 2.7388 4.5788 4.9456  0.102
H 2.7993 2.8583 4.8813  0.106
C -5.4722 1.4362 -0.9660  -0.121
C -6.4912 0.7167 -0.1225  -0.254
C -6.1135 -0.7821 -0.1174  -0.218
C -6.1967 -1.4053 -1.3746  -0.282
N -6.1240 -1.8460 -2.4160  0.154
H -5.2464 0.8852 -1.8601  0.058
H -4.5206 1.6337 -0.3813  0.078
H -5.8857 2.4177 -1.1850  0.069
H -7.5620 0.8176 -0.4699  0.129
H -6.4484 1.1041 0.8638  0.085
H -6.7230 -1.3067 0.5903  0.110
H -5.0441 -0.8662 0.2157  0.107
C 0.1497 -0.2254 1.7905  -0.099
C -0.2137 0.6497 3.0219  -0.255
C -1.3986 1.5716 2.7166  -0.181
C -2.6536 0.8093 2.3794  -0.192
N -3.5610 0.1995 2.0159  0.165
H -0.7041 -0.8520 1.6243  0.056
H 1.0925 -0.8097 2.0171  0.097
H 0.2950 0.3562 0.8852  0.039
H 0.7234 1.1904 3.2556  0.086
H -0.4863 -0.0134 3.8702  0.116
H -1.1350 2.2872 1.9501  0.102
H -1.6539 2.1104 3.6506  0.117

## Properties
charge	0
SMILES	CCCC#N.CCCC#N.CCCC#N.CCCC#N.CCCC#N
HOMO-LUMO gap	11.6	eV


B | C20H35N5 | the ωB97M-V functional and the def2-TZVPD basis

Each line ends with the Löwdin charge.
CARTESIAN COORDINATES (ANGSTROEM)
C -6.6330 -0.5394 -0.6357  -0.101
C -5.7970 -1.6095 0.0583  -0.258
C -6.1709 -3.0664 -0.2790  -0.202
C -7.5978 -3.3658 -0.1590  -0.251
N -8.7198 -3.5918 -0.0667  0.135
H -6.6101 -0.7007 -1.7130  0.076
H -6.2147 0.4329 -0.3773  0.071
H -7.6655 -0.5350 -0.2907  0.071
H -6.0184 -1.6201 1.1320  0.108
H -4.7195 -1.4990 -0.0248  0.077
H -5.6711 -3.7509 0.4130  0.114
H -5.8815 -3.4381 -1.2681  0.117
C -0.3191 0.4324 -0.4822  -0.104
C 0.3222 -0.1584 -1.7214  -0.255
C -0.6367 -0.4899 -2.8861  -0.170
C -1.7841 -1.2570 -2.3461  -0.227
N -2.6237 -1.8812 -1.8718  0.152
H -0.9872 -0.2781 0.0111  0.048
H -0.9151 1.3254 -0.6713  0.083
H 0.4383 0.5892 0.2866  0.043
H 0.7546 -1.1242 -1.4423  0.112
H 1.1529 0.4140 -2.1320  0.074
H -0.2007 -1.1158 -3.6625  0.115
H -1.0004 0.4228 -3.3583  0.115
C -2.2052 -2.7852 3.3707  -0.115
C -1.3404 -1.8599 2.5168  -0.245
C -1.1518 -0.5388 3.3113  -0.209
C -2.3716 0.2576 3.3583  -0.245
N -3.3684 0.8265 3.3265  0.138
H -2.4982 -3.6124 2.7153  0.071
H -3.1173 -2.3044 3.7273  0.070
H -1.7187 -3.2067 4.2504  0.073
H -1.8333 -1.7011 1.5601  0.088
H -0.3589 -2.2959 2.3359  0.100
H -0.3536 0.0742 2.8822  0.067
H -0.7650 -0.7328 4.3129  0.118
C 3.4195 5.6366 -1.8175  -0.103
C 3.0388 4.1598 -2.0210  -0.258
C 4.2018 3.4069 -2.6605  -0.192
C 3.9388 1.9463 -2.7586  -0.220
N 3.7373 0.8116 -2.7542  0.146
H 2.5871 6.1182 -1.3144  0.074
H 3.6721 6.0632 -2.7916  0.075
H 4.3659 5.7364 -1.2829  0.073
H 2.1359 4.1000 -2.6255  0.113
H 2.8313 3.6897 -1.0581  0.110
H 5.1366 3.4303 -2.0986  0.121
H 4.3902 3.6913 -3.6987  0.122
C 6.5086 -0.3688 0.2693  -0.111
C 5.0116 -0.3739 0.5370  -0.278
C 4.6309 -0.4200 2.0098  -0.172
C 3.1545 -0.3376 2.1546  -0.192
N 2.0113 -0.2876 2.1891  0.173
H 6.7149 -0.4159 -0.8027  0.072
H 7.0519 -1.2464 0.6323  0.074
H 6.9996 0.5177 0.6716  0.073
H 4.5225 -1.1455 -0.0633  0.115
H 4.5790 0.5052 0.0468  0.091
H 5.0101 0.4251 2.5836  0.121
H 4.9305 -1.3592 2.4734  0.122

## Properties
charge	0
SMILES	CCCC#N.CCCC#N.CCCC#N.CCCC#N.CCCC#N
HOMO-LUMO gap	11.1	eV


Tell me which of them is the least stable. Sure, it is A.


A | CH14N2O4 | the ωB97M-V functional and the def2-TZVPD basis

Each line ends with the Löwdin charge.
CARTESIAN COORDINATES (ANGSTROEM)
N 2.1717 -0.2023 -0.4158  0.002
C 1.5927 0.1704 0.8695  -0.357
N 0.9099 1.4795 0.9344  -0.008
H 2.9322 0.4081 -0.6694  0.057
H 1.4835 -0.1984 -1.1642  0.056
H 2.4207 0.1876 1.5693  0.106
H 0.9094 -0.6218 1.1697  0.089
H 0.2924 1.5179 0.1326  0.047
H 1.6459 2.1625 0.7542  0.068
O -1.6082 0.0107 -0.1307  -0.072
H -2.2636 0.5078 -0.6272  0.055
H -1.6583 0.2632 0.8143  0.011
O -1.3313 0.5214 2.5699  -0.060
H -1.9145 1.0211 3.1555  0.063
H -0.4401 0.8930 2.6520  0.030
O -1.7461 -0.1762 -3.5601  -0.055
H -1.0885 -0.5832 -4.1344  0.037
H -1.4851 -0.4984 -2.6888  0.007
O -0.3704 -2.6354 -0.2398  -0.076
H 0.4227 -2.4239 -0.7555  0.020
H -0.8751 -1.8035 -0.2353  -0.017

## Properties
charge	0
SMILES	NCN.O.O.O.O
HOMO-LUMO gap	9.9	eV


B | CH14N2O4 | the ωB97M-V functional and the def2-TZVPD basis

Each line ends with the Löwdin charge.
CARTESIAN COORDINATES (ANGSTROEM)
N -0.0316 1.8916 -0.0115  -0.016
C -0.1512 1.3865 -1.3633  -0.390
N 1.1693 1.2092 -1.9943  -0.015
H 0.1490 1.0616 0.5823  0.038
H 0.6837 2.5882 0.1172  0.063
H -0.8877 0.4939 -1.2519  0.125
H -0.6650 2.1104 -2.0372  0.101
H 1.7143 0.5079 -1.5286  0.003
H 1.0520 1.0250 -3.0067  0.075
O 0.7241 -3.2929 1.4708  -0.051
H 0.0802 -3.4185 2.1786  0.047
H 1.4718 -3.7909 1.8256  0.051
O -0.7961 -0.6840 1.3481  -0.057
H -1.1705 -0.9156 2.2053  0.048
H 0.0887 -1.0658 1.3219  0.017
O 2.0586 -1.4635 -1.3989  -0.051
H 1.7988 -1.9537 -0.6134  0.025
H 2.9879 -1.2239 -1.3633  0.050
O -3.1488 1.8429 1.1848  -0.082
H -2.4414 2.0587 0.5479  0.011
H -2.7054 1.2514 1.8037  0.009

## Properties
charge	0
SMILES	NCN.O.O.O.O
HOMO-LUMO gap	8.6	eV


Tell me which of them is the least stable. Sure, it is B.